50
Properties=species:S:1:pos:R:3 method="wB97M-V/def2-TZVPD" charge=0 total_energy_ha=-1509.8936 e_homo_ev=-7.96 lumo_ha=0.011 smiles=CCOc1ccc(CSc2nc(C)cc(COC)c2C#N)cc1OCC relative_energy_ev=3.322 homo_lumo_gap_ev=8.262
C 5.02194 3.07050 -0.63071
C 4.47630 2.22267 -1.77658
O 4.39010 0.85131 -1.45183
C 3.41247 0.40174 -0.60196
C 2.34085 1.17755 -0.17474
C 1.34766 0.66208 0.63663
C 1.40042 -0.65940 1.05199
C 2.47210 -1.43714 0.64180
C 3.48722 -0.93696 -0.16548
O 4.44209 -1.85200 -0.50112
C 5.77771 -1.45667 -0.75871
C 6.43151 -0.78795 0.44574
H 7.47772 -0.58791 0.23087
H 5.93373 0.15105 0.67532
H 6.36562 -1.43672 1.31639
H 5.83252 -0.80337 -1.63392
H 6.28427 -2.39904 -0.98649
H 2.54722 -2.47088 0.94250
C 0.32201 -1.23860 1.90294
H -0.11016 -0.50111 2.57617
H 0.66582 -2.11558 2.44819
S -1.08375 -1.84672 0.88084
C -2.13626 -0.45286 0.86517
N -1.78496 0.61495 1.56025
C -2.57380 1.67812 1.58073
C -3.78168 1.71561 0.88715
C -4.17750 0.60814 0.15625
C -3.34058 -0.51284 0.13723
C -3.70780 -1.67266 -0.57380
N -4.03646 -2.61995 -1.13081
C -5.45116 0.58388 -0.64101
O -5.10593 0.54587 -2.00795
C -6.18981 0.24026 -2.84570
H -6.99020 0.98516 -2.75077
H -6.59648 -0.75229 -2.61823
H -5.80206 0.24917 -3.86181
H -6.03613 -0.31196 -0.37419
H -6.06237 1.47430 -0.42263
H -4.39838 2.60007 0.91998
C -2.10008 2.84732 2.38318
H -1.16460 2.60281 2.87814
H -2.84337 3.11698 3.13120
H -1.94780 3.70855 1.73438
H 0.52312 1.28829 0.93988
H 2.25824 2.20495 -0.49169
H 5.17168 2.25072 -2.62060
H 3.50782 2.60466 -2.12116
H 4.37053 3.01437 0.23840
H 5.09926 4.10695 -0.94748
H 6.00940 2.71547 -0.34522

9
Properties=species:S:1:pos:R:3 method="wB97M-V/def2-TZVPD" charge=0 total_energy_ha=-1177.9423 e_homo_ev=-9.94 lumo_ha=-0.020 smiles="O=CN(OS)OCl" relative_energy_ev=6.102 homo_lumo_gap_ev=9.404
C -0.48908 0.85183 -0.04532
N -1.28813 -0.28196 0.08298
O 0.55210 0.87264 0.50639
O -0.87723 -1.38282 0.67358
O -2.36665 -0.43008 -0.67846
S 0.26798 -2.25331 -0.11987
Cl -3.75905 0.10284 0.13452
H -1.06175 1.64284 -0.46884
H 1.50023 -1.61039 0.45329

25
Properties=species:S:1:pos:R:3 method="wB97M-V/def2-TZVPD" charge=0 total_energy_ha=-1180.9405 e_homo_ev=-8.09 lumo_ha=0.018 smiles="CCN1CSC(=S)N(CC)C1" relative_energy_ev=1.889 homo_lumo_gap_ev=8.565
S -3.48295 1.71881 0.31251
S -0.62605 1.83580 -0.65280
C -1.89782 1.02424 0.35095
N -1.49608 -0.19839 0.94431
N 0.76027 -0.46841 0.00623
C 0.12953 0.21632 -1.09946
C -0.02577 -0.39889 1.27894
C -2.64329 -2.41350 0.88489
C 2.84853 -1.11072 1.12525
C -2.55438 -1.08956 1.65013
C 2.21671 -0.13453 0.12866
H 0.86937 0.31500 -1.92531
H -0.67972 -0.34716 -1.62247
H 0.51749 0.21687 1.99061
H -0.02149 -1.32359 1.87787
H -1.67656 -2.69444 0.62941
H -3.18702 -3.14785 1.48940
H -3.30859 -2.39355 -0.02415
H 2.24440 -1.40760 2.06280
H 2.99394 -2.10290 0.65086
H 3.79443 -0.65339 1.37088
H -2.17317 -1.29288 2.65697
H -3.50775 -0.61004 1.77417
H 2.71838 -0.21502 -0.91537
H 2.39197 0.82811 0.55723

16
Properties=species:S:1:pos:R:3 method="wB97M-V/def2-TZVPD" charge=0 total_energy_ha=-288.6657 e_homo_ev=-8.09 lumo_ha=0.030 relative_energy_ev=3.165 homo_lumo_gap_ev=8.896
C 1.74369 0.67212 -0.47011
C 0.56917 -0.11694 0.03477
C -0.76233 0.23956 0.10290
C -1.33356 1.55017 -0.37963
C -1.54724 -0.80430 0.73725
C -0.56533 -1.85074 0.87734
N 0.70978 -1.39557 0.50932
H 1.41401 1.38524 -1.23315
H 2.51932 0.03618 -0.91404
H 2.20920 1.25332 0.33667
H -2.42379 1.47103 -0.44202
H -0.95721 1.82571 -1.37553
H -1.10250 2.38640 0.29436
H -1.38776 -1.96985 -0.03597
H -0.65434 -2.75371 1.47915
H 1.56890 -1.92863 0.47869

78
Properties=species:S:1:pos:R:3 method="wB97M-V/def2-TZVPD" charge=0 s_squared=0.764 total_energy_ha=-4350.0367 e_homo_ev="-7.48 / -7.49" multiplicity=2 lumo_ha="-0.024 / -0.005" relative_energy_ev=0.019 homo_lumo_gap_ev="6.840 / 7.361"
Cr 0.87399 -0.12590 0.16770
Cl 7.10079 0.82438 -2.39836
C 5.80504 0.37963 -1.33701
C 4.52065 0.78561 -1.65665
C 3.45690 0.44209 -0.83079
N 2.11192 0.73788 -1.09169
C 1.82257 1.83621 -1.85823
O 2.51227 2.83651 -1.95471
C 0.55465 1.76631 -2.68483
C -0.03541 2.97229 -3.03746
C -1.17489 2.95465 -3.81982
C -1.66486 1.73200 -4.24741
C -0.98758 0.58330 -3.86802
N 0.09610 0.58327 -3.09789
C 3.70306 -0.32134 0.32621
C 4.99611 -0.71957 0.64598
C 6.04333 -0.36692 -0.18974
Cl 7.64654 -0.87392 0.23179
N 2.54014 -0.63790 1.03487
C 2.53456 -1.16596 2.27860
O 3.48020 -1.40766 3.01384
C 1.12725 -1.50089 2.71789
C 0.89411 -2.09382 3.94617
C -0.40442 -2.45516 4.26598
C -1.41137 -2.22546 3.34034
C -1.09696 -1.61429 2.13827
N 0.14846 -1.24349 1.84053
H 4.36411 1.38106 -2.54221
H 0.40967 3.89220 -2.68704
H -1.66722 3.87716 -4.09775
H -2.54834 1.66125 -4.86573
H -1.34398 -0.38584 -4.19689
H 5.18758 -1.28934 1.54031
H 1.73869 -2.26023 4.59930
H -0.62778 -2.91677 5.21804
H -2.43516 -2.51026 3.53590
H -1.84408 -1.39923 1.38503
C -3.72039 4.71792 1.24356
Si -3.53078 2.90567 1.67383
C -4.42782 1.86337 0.41543
C -4.26938 2.58316 3.36658
C -1.68091 2.54991 1.82750
C -0.99424 3.24569 2.81690
C 0.36420 3.05299 3.06520
C 1.02695 2.11069 2.30924
N 0.38631 1.43905 1.35464
C -0.91458 1.64708 1.07673
S -1.39647 0.67167 -0.28984
H -4.77451 4.99211 1.18183
H -3.25812 4.93783 0.28028
H -3.25193 5.36220 1.98860
H -5.48105 2.15419 0.43632
H -4.36150 0.80107 0.64569
H -4.04871 2.00563 -0.59430
H -5.34125 2.78639 3.36681
H -3.81532 3.20034 4.14220
H -4.12581 1.53902 3.65117
H -1.52775 3.97050 3.42234
H 0.88822 3.61469 3.82363
H 2.07573 1.87659 2.44088
C 1.12670 -4.40753 -2.47768
C -0.17778 -3.83928 -1.91211
C -1.00639 -4.95434 -1.28392
C -0.97240 -3.14398 -3.01218
N 0.05612 -2.87305 -0.81600
N 0.81474 -1.72161 -1.18817
H 0.92446 -5.09443 -3.29966
H 1.67894 -4.95514 -1.71064
H 1.77146 -3.62182 -2.87560
H -1.26176 -5.70558 -2.03091
H -1.92606 -4.55092 -0.86159
H -0.45197 -5.45277 -0.48600
H -1.44294 -3.88608 -3.65682
H -0.33051 -2.52672 -3.64249
H -1.75336 -2.51455 -2.58251
H 0.59453 -3.33303 -0.08669
H 0.35587 -1.23031 -1.96394
H 1.75284 -1.94850 -1.52285

24
Properties=species:S:1:pos:R:3 method="wB97M-V/def2-TZVPD" charge=0 total_energy_ha=-530.9608 e_homo_ev=-8.23 lumo_ha=0.025 smiles=Cc1c[nH]cn1.Cc1c[nH]cn1 relative_energy_ev=3.373 homo_lumo_gap_ev=8.922
C 2.53796 -1.47535 -2.97524
C 0.30727 1.29344 -2.03793
C 1.62065 -0.49681 -2.47495
C 0.83578 -0.84820 -1.39628
N 1.31602 0.81324 -2.88920
N 0.09629 0.34216 -1.04153
H -0.14712 2.16929 -2.10336
H -0.47655 0.39939 -0.21655
H 0.73337 -1.72315 -0.80938
H 2.50069 -2.41783 -2.49173
H 3.57854 -1.14121 -2.92009
H 2.45419 -1.71784 -4.19277
C 1.03270 0.35010 2.26692
C -1.46678 1.16454 2.42249
C -0.44957 0.24876 2.28957
C -2.43841 -0.81973 1.73446
N -2.69140 0.53963 2.02637
N -1.14150 -0.92115 1.93712
H -1.33981 2.25682 2.67893
H -3.69839 0.81864 2.04919
H 1.56348 0.49261 3.24378
H 1.33703 1.07614 1.52195
H -3.06857 -1.69555 1.73323
H 1.62968 -0.43490 2.30330